53
Properties=species:S:1:pos:R:3 method="wB97M-V/def2-TZVPD" homo_energy_ha=-0.2589 de_lowest_kcal_mol=86.4 total_charge=0 energy_ha=-1131.1006 gap_ev=7.726 spin_multiplicity=1 smiles="COc1cc(/C(C)=N/N2CCN(Cc3ccc(C)cc3)CC2)ccc1O" lumo_ev=0.68
C -4.323 2.199 1.944
O -5.289 1.370 1.354
C -4.853 0.404 0.467
C -3.540 0.164 0.126
C -3.204 -0.848 -0.780
C -1.789 -1.064 -1.121
C -1.388 -2.457 -1.555
N -1.060 -0.023 -0.991
N 0.205 0.215 -1.287
C 1.259 -0.719 -1.638
C 2.258 -0.009 -2.571
N 2.783 1.239 -2.071
C 3.980 1.188 -1.252
C 3.864 0.552 0.115
C 4.073 -0.811 0.287
C 3.925 -1.400 1.530
C 3.571 -0.643 2.639
C 3.431 -1.277 3.990
C 3.383 0.723 2.472
C 3.530 1.312 1.229
C 1.709 2.106 -1.641
C 0.716 1.431 -0.686
C -4.229 -1.600 -1.344
C -5.550 -1.364 -1.007
C -5.878 -0.373 -0.100
O -7.179 -0.150 0.236
H -3.767 2.765 1.190
H -3.621 1.623 2.555
H -4.875 2.890 2.581
H -2.734 0.743 0.545
H -2.161 -3.166 -1.271
H -1.249 -2.515 -2.636
H -0.467 -2.762 -1.063
H 1.770 -1.079 -0.733
H 0.843 -1.566 -2.178
H 1.736 0.219 -3.509
H 3.087 -0.682 -2.796
H 4.322 2.222 -1.138
H 4.733 0.648 -1.835
H 4.357 -1.419 -0.561
H 4.089 -2.463 1.641
H 2.708 -0.739 4.598
H 3.116 -2.314 3.901
H 4.390 -1.259 4.510
H 3.119 1.333 3.324
H 3.384 2.379 1.123
H 1.165 2.414 -2.541
H 2.131 2.996 -1.172
H 1.208 1.203 0.271
H -0.134 2.088 -0.498
H -4.012 -2.362 -2.076
H -6.347 -1.943 -1.446
H -7.194 0.580 0.869

***

54
Properties=species:S:1:pos:R:3 method="wB97M-V/def2-TZVPD" homo_energy_ha="-0.5258 / -0.5255" total_charge=+2 energy_ha=-2950.6946 gap_ev="6.095 / 6.807" spin_multiplicity=2 s2=0.803 lumo_ev="-8.21 / -7.49"
Fe 0.686 -0.928 0.381
N 2.082 -1.721 -2.485
C 2.804 -2.079 -1.428
N 3.967 -2.665 -1.633
C 4.670 -3.001 -0.550
N 5.837 -3.590 -0.707
N 4.265 -2.775 0.743
C 3.117 -2.201 0.852
N 2.307 -1.817 -0.175
C 2.564 -1.903 2.188
C 3.193 -2.211 3.373
C 2.553 -1.874 4.560
C 1.320 -1.242 4.522
C 0.748 -0.960 3.295
N 1.365 -1.291 2.153
H 2.453 -1.913 -3.402
H 1.193 -1.260 -2.403
H 6.183 -3.780 -1.634
H 6.382 -3.851 0.099
H 4.155 -2.701 3.351
H 3.019 -2.103 5.510
H 0.799 -0.967 5.428
H -0.209 -0.466 3.204
C -4.869 -1.881 -0.112
C -3.926 -1.582 -1.264
N -3.313 -0.248 -1.140
C -4.086 0.876 -1.712
C -3.638 1.198 -3.126
C -2.163 -0.028 -0.549
S -1.381 -1.394 0.263
N -1.711 1.226 -0.477
C -0.486 1.592 -0.243
O 0.539 0.766 -0.140
C -0.154 3.012 -0.154
C -1.145 3.971 -0.390
C -0.841 5.315 -0.295
C 0.451 5.711 0.032
C 1.441 4.763 0.264
C 1.144 3.417 0.171
H -5.334 -2.854 -0.261
H -5.664 -1.138 -0.047
H -4.338 -1.899 0.841
H -4.453 -1.585 -2.218
H -3.134 -2.326 -1.340
H -3.970 1.731 -1.051
H -5.129 0.566 -1.685
H -2.604 1.543 -3.136
H -4.263 1.988 -3.538
H -3.726 0.329 -3.779
H -2.144 3.651 -0.647
H -1.606 6.057 -0.477
H 0.689 6.764 0.104
H 2.444 5.079 0.516
H 1.916 2.681 0.349

***

32
Properties=species:S:1:pos:R:3 method="wB97M-V/def2-TZVPD" homo_energy_ha="-0.2354 / -0.2286" de_lowest_kcal_mol=204.0 total_charge=0 energy_ha=-577.2242 gap_ev="5.325 / 5.096" spin_multiplicity=1 lumo_ev="-1.08 / -1.12"
C -2.646 -0.515 -3.032
C -2.112 -2.266 -1.959
C -2.079 -0.081 -1.887
C 1.551 -0.899 -2.130
C 1.646 -0.067 -1.023
C 0.844 0.195 0.067
C -1.052 -1.230 0.057
C -1.924 1.360 -1.481
C -0.819 -2.519 0.714
C 2.361 1.069 1.699
C -0.199 1.694 1.846
C 0.877 0.609 1.483
N -2.704 -1.886 -3.030
N -1.700 -1.228 -1.142
H -3.000 0.044 -3.911
H -2.006 -3.261 -1.821
H 2.257 -0.818 -3.043
H 0.795 -1.745 -2.344
H 2.486 0.641 -0.976
H -2.708 1.720 -0.933
H -1.131 1.280 -0.807
H -1.786 2.045 -2.270
H 0.029 -3.144 0.353
H -0.671 -2.268 1.694
H -1.469 -3.296 0.635
H 3.004 0.569 0.937
H 2.290 2.226 1.641
H 2.584 0.674 2.657
H 0.096 2.141 2.765
H -1.117 1.064 2.171
H -0.356 2.380 1.116
H 0.729 -0.283 2.278